Record 1
32
Properties=species:S:1:pos:R:3:lowdin_charge:R:1 method="wB97M-V/def2-TZVPD" lumo_energy_ev="5.7967 / 6.9923" multiplicity=7 homo_lumo_gap_ev="2.72 / 6.18" e_tot_ev=-170445.1638 charge=-4 homo_ev="3.08 / 0.81"
Ti -0.190 -0.264 -0.022 1.045
Ti -3.313 -0.305 -3.794 0.635
Cl -2.540 -2.977 -1.594 0.674
O -1.754 -1.782 -1.706 -0.439
O -4.019 -3.011 -1.576 -0.393
O -2.275 -4.251 -2.225 -0.350
O -2.278 -3.212 -0.113 -0.423
Cl 0.847 -0.045 -4.433 0.670
O -0.551 -0.050 -4.663 -0.467
O 1.706 -1.130 -4.947 -0.384
O 1.168 1.054 -5.371 -0.424
O 1.289 0.164 -3.045 -0.352
Cl -3.504 1.710 0.153 0.592
O -4.419 0.500 0.200 -0.420
O -4.317 2.787 -0.439 -0.409
O -3.219 2.058 1.479 -0.309
O -2.423 1.426 -0.615 -0.374
Cl 4.436 -1.846 0.895 0.570
O 5.117 -1.910 -0.281 -0.392
O 5.279 -1.198 1.886 -0.386
O 3.302 -1.142 0.596 -0.317
O 4.426 -3.336 1.185 -0.447
Cl 1.981 3.406 1.432 0.619
O 2.301 4.769 0.939 -0.460
O 0.589 3.351 1.734 -0.341
O 2.470 2.636 0.234 -0.434
O 2.942 3.039 2.344 -0.338
Cl -0.601 -0.170 4.339 0.611
O -0.830 -0.994 3.218 -0.369
O 0.662 0.599 4.231 -0.393
O -1.772 0.705 4.288 -0.411
O -0.508 -0.583 5.672 -0.384

=====

Record 2
19
Properties=species:S:1:pos:R:3:lowdin_charge:R:1 method="wB97M-V/def2-TZVPD" lumo_energy_ev=-4.5899 smiles="CC1(C)NC(=O)NC1=[NH2+]" homo_lumo_gap_ev=9.67 e_above_lowest_kcal_mol=14.0 e_tot_ev=-11858.1744 charge=+1 homo_ev=-14.26
C 0.464 0.483 0.803 -0.114
C -0.862 -1.386 1.457 -0.476
C -0.053 -0.169 -0.431 -0.504
C -1.010 0.931 -1.016 0.039
C 0.881 -0.683 -1.427 -0.013
N -0.112 -0.261 1.983 0.233
N -0.768 -1.317 0.089 0.165
N 1.111 1.601 0.903 0.273
O -1.379 -2.191 2.187 0.138
H -1.768 0.505 -1.701 0.124
H -0.291 1.421 -1.589 0.063
H -1.472 1.591 -0.380 0.071
H 1.622 -1.278 -0.861 0.119
H 1.442 0.119 -1.912 0.093
H 0.391 -1.183 -2.360 0.157
H 0.313 -0.423 2.877 0.156
H -1.153 -1.927 -0.538 0.135
H 1.287 2.096 0.075 0.127
H 1.356 2.071 1.841 0.214

=====

Record 3
167
Properties=species:S:1:pos:R:3:lowdin_charge:R:1 method="wB97M-V/def2-TZVPD" lumo_energy_ev=-1.6662 homo_lumo_gap_ev=8.51 e_above_lowest_kcal_mol=53.7 e_tot_ev=-118852.7159 charge=+1 homo_ev=-10.18
C -0.117 -7.100 -0.776 -0.109
C -0.168 -5.556 -0.336 -0.668
Cl 1.551 -5.035 -0.176 0.652
C -1.038 -4.816 -1.412 -0.115
C -1.846 -3.539 -0.872 -0.286
N -2.714 -3.935 0.266 0.154
C -3.290 -5.200 0.260 -0.435
O -3.859 -5.782 -0.603 0.188
F -3.183 -5.891 1.479 0.093
C -2.308 -3.408 1.553 -0.401
O -2.913 -2.488 2.006 0.200
F -1.311 -3.921 2.332 0.141
O -0.838 -2.756 -0.221 -0.032
C -0.125 -1.819 -1.010 -0.277
N 0.990 -2.363 -1.807 0.101
C -1.098 -0.855 -1.785 -0.196
C -2.004 -0.162 -0.649 -0.096
C -1.238 0.861 0.271 -0.207
C -2.311 1.359 1.344 -0.560
Cl -1.505 2.062 2.822 0.526
C -0.392 0.372 -2.474 -0.111
O 0.903 0.626 -1.889 -0.129
C 1.568 1.686 -2.595 -0.236
O 2.891 1.380 -2.948 -0.131
C 2.973 0.266 -3.844 -0.150
C 4.124 -0.710 -3.277 -0.163
O 4.569 -0.272 -1.949 -0.194
N -2.070 -1.592 -2.659 0.013
O -1.831 -1.619 -4.018 -0.037
C -0.658 -2.287 -4.480 -0.122
C -0.838 -2.497 -6.057 -0.280
C 0.384 -1.874 -6.861 -0.050
C -1.159 -3.979 -6.453 -0.378
C -0.048 -5.031 -6.031 -0.071
C -2.632 -4.441 -6.033 -0.050
C -2.622 -2.874 -2.078 -0.091
C -4.194 -2.862 -2.047 0.012
B -4.973 -1.985 -0.967 -0.595
O -5.366 -0.648 -1.291 0.089
O -5.348 -2.459 0.291 0.144
H 0.747 -7.185 -1.480 0.075
H -1.089 -7.465 -1.186 0.086
H 0.183 -7.698 0.147 0.057
H -0.655 -5.583 0.678 0.090
H -1.729 -5.558 -1.908 0.122
H -0.334 -4.524 -2.246 0.112
H 0.403 -1.153 -0.265 0.169
H 1.329 -1.694 -2.498 0.049
H 1.770 -2.460 -1.146 0.072
H -2.848 0.443 -1.104 0.143
H -2.490 -0.904 0.035 0.110
H -0.399 0.431 0.868 0.110
H -0.925 1.801 -0.261 0.121
H -3.031 0.552 1.632 0.075
H -2.889 2.210 0.886 0.062
H -0.971 1.335 -2.352 0.150
H -0.214 0.267 -3.574 0.127
H 1.028 2.023 -3.523 0.116
H 1.575 2.573 -1.897 0.153
H 3.303 0.598 -4.867 0.117
H 2.024 -0.323 -3.924 0.084
H 3.729 -1.757 -3.189 0.101
H 5.008 -0.693 -3.965 0.110
H 4.786 -1.078 -1.447 0.090
H -2.899 -0.963 -2.641 0.192
H 0.296 -1.695 -4.389 0.102
H -0.557 -3.314 -4.050 0.113
H -1.731 -1.873 -6.358 0.147
H 0.843 -0.996 -6.335 0.071
H 0.073 -1.509 -7.878 0.092
H 1.194 -2.641 -6.979 0.077
H -1.174 -4.003 -7.583 0.137
H 0.976 -4.581 -6.062 0.074
H -0.056 -5.835 -6.818 0.090
H -0.310 -5.500 -5.049 0.072
H -2.679 -5.556 -6.089 0.086
H -3.308 -3.996 -6.816 0.090
H -2.874 -4.020 -5.026 0.054
H -2.458 -3.616 -2.918 0.141
H -4.654 -3.892 -2.054 0.138
H -4.490 -2.445 -3.061 0.139
H -6.323 -0.644 -1.085 0.119
H -5.415 -1.734 0.938 0.121
C -5.898 3.753 2.615 -0.108
C -5.494 5.015 1.865 -0.264
C -6.060 5.061 0.445 -0.178
C -5.552 3.902 -0.342 -0.219
N -5.157 3.005 -0.952 0.139
H -5.507 2.857 2.126 0.059
H -5.496 3.771 3.630 0.076
H -6.985 3.663 2.683 0.079
H -4.403 5.076 1.829 0.111
H -5.846 5.888 2.420 0.112
H -5.758 5.985 -0.052 0.117
H -7.151 5.028 0.465 0.120
C 4.169 4.609 -3.785 -0.106
C 4.736 4.308 -5.166 -0.257
C 3.693 4.450 -6.278 -0.174
C 2.573 3.499 -6.046 -0.199
N 1.705 2.761 -5.865 0.154
H 3.376 3.908 -3.516 0.054
H 4.944 4.524 -3.026 0.031
H 3.762 5.623 -3.741 0.084
H 5.144 3.293 -5.169 0.110
H 5.568 4.988 -5.367 0.109
H 4.144 4.238 -7.249 0.116
H 3.296 5.467 -6.305 0.121
C 3.737 1.606 3.034 -0.126
C 4.177 2.898 2.356 -0.268
C 3.553 3.087 0.971 -0.181
C 3.956 1.971 0.075 -0.131
N 4.273 1.101 -0.626 0.157
H 4.052 0.727 2.465 0.064
H 4.183 1.526 4.027 0.071
H 2.651 1.573 3.146 0.044
H 5.268 2.902 2.272 0.107
H 3.900 3.744 2.990 0.099
H 3.885 4.029 0.532 0.071
H 2.462 3.115 1.045 0.112
C -1.142 -11.591 3.445 -0.110
C -0.590 -10.190 3.681 -0.266
C -0.589 -9.329 2.414 -0.194
C 0.261 -9.959 1.370 -0.248
N 0.920 -10.449 0.561 0.154
H -0.532 -12.150 2.732 0.072
H -1.151 -12.158 4.378 0.075
H -2.166 -11.550 3.063 0.078
H 0.427 -10.271 4.073 0.114
H -1.191 -9.694 4.447 0.109
H -0.198 -8.334 2.637 0.111
H -1.605 -9.216 2.027 0.118
C 8.560 3.305 -1.493 -0.107
C 8.827 4.805 -1.569 -0.265
C 8.050 5.602 -0.518 -0.174
C 6.590 5.411 -0.713 -0.184
N 5.457 5.261 -0.864 0.168
H 7.511 3.072 -1.690 0.067
H 9.156 2.775 -2.238 0.074
H 8.820 2.909 -0.507 0.079
H 8.569 5.161 -2.569 0.110
H 9.896 4.983 -1.431 0.109
H 8.283 6.665 -0.602 0.117
H 8.320 5.275 0.489 0.120
C -0.933 2.179 7.252 -0.106
C -0.394 3.578 7.527 -0.268
C -0.381 4.466 6.280 -0.189
C 0.491 3.862 5.239 -0.220
N 1.164 3.390 4.431 0.159
H -0.306 1.641 6.537 0.068
H -0.952 1.592 8.172 0.072
H -1.950 2.222 6.854 0.074
H 0.617 3.497 7.934 0.112
H -1.012 4.053 8.293 0.084
H -0.002 5.459 6.529 0.116
H -1.390 4.579 5.880 0.080
C -2.268 7.978 9.297 -0.110
C -3.568 7.363 9.806 -0.264
C -3.618 5.843 9.627 -0.176
C -3.511 5.495 8.187 -0.209
N -3.428 5.226 7.069 0.164
H -2.143 7.822 8.223 0.068
H -2.264 9.055 9.471 0.075
H -1.404 7.548 9.810 0.077
H -4.408 7.825 9.282 0.113
H -3.682 7.600 10.867 0.111
H -4.558 5.449 10.018 0.118
H -2.799 5.366 10.171 0.117